Arrangement w

A 2-piece molecular cluster, C5H14 overall, computed with wB97M-V/def2-TZVPD.

Element x y z (Å)
C1 1.037 1.042 -1.938
C2 1.624 -0.292 -2.480
H1 0.908 0.957 -0.864
H2 1.714 1.859 -2.186
H3 0.043 1.225 -2.357
H4 2.410 -0.586 -1.775
H5 2.119 -0.172 -3.440
H6 0.826 -1.023 -2.513
C3 -1.265 -0.265 1.050
C4 -1.235 -1.460 2.008
C5 -0.425 0.900 1.618
H7 -0.970 -0.470 0.023
H8 -2.292 0.089 0.943
H9 -0.603 -2.249 1.606
H10 -0.335 1.629 0.804
H11 -0.959 1.317 2.469
H12 -2.203 -1.964 2.196
H13 -1.004 -1.152 3.026
H14 0.610 0.615 1.811

Output
LUMO (spin up / spin down) = 4.19 / 4.27 eV
Net charge = -1
HOMO-LUMO gap (spin up / spin down) = 0.0969 / 0.4431 Eh
Highest occupied orbital energy (spin up / spin down) = 1.55 / -7.79 eV
2S+1 = 2



Arrangement x

A 2-piece molecular cluster, C5H14 overall, computed with wB97M-V/def2-TZVPD.

Element x y z (Å)
C1 1.165 -1.385 -1.260
C2 1.585 -0.206 -2.174
H1 1.133 -1.116 -0.203
H2 0.236 -1.908 -1.485
H3 1.960 -2.120 -1.456
H4 1.839 0.737 -1.690
H5 0.618 0.034 -2.672
H6 2.283 -0.529 -2.936
C3 -1.538 0.644 1.465
C4 -0.381 -0.049 2.263
C5 -1.135 1.100 0.042
H7 -2.444 0.028 1.459
H8 -1.794 1.529 2.056
H9 -0.510 -1.120 2.127
H10 -0.583 0.178 3.320
H11 -0.064 1.293 0.116
H12 -1.246 0.414 -0.793
H13 0.547 0.456 2.011
H14 -1.672 2.021 -0.188

Output
LUMO (spin up / spin down) = 4.17 / 4.40 eV
Net charge = -1
HOMO-LUMO gap (spin up / spin down) = 0.0959 / 0.4373 Eh
Highest occupied orbital energy (spin up / spin down) = 1.56 / -7.50 eV
2S+1 = 2



Arrangement y

A 2-piece molecular cluster, C5H14 overall, computed with wB97M-V/def2-TZVPD.

Element x y z (Å)
C1 1.942 -1.510 -0.620
C2 1.148 -2.681 0.085
H1 1.838 -0.670 0.022
H2 3.055 -1.680 -0.734
H3 1.489 -1.399 -1.601
H4 1.202 -3.544 -0.622
H5 0.198 -2.448 0.334
H6 1.789 -2.832 1.013
C3 -1.099 1.308 -0.329
C4 0.209 1.642 0.395
C5 -2.430 1.628 0.405
H7 -1.186 0.217 -0.535
H8 -1.122 1.508 -1.377
H9 1.003 0.968 0.213
H10 0.375 2.730 0.200
H11 -2.660 1.129 1.422
H12 -3.239 1.472 -0.246
H13 -0.068 1.498 1.349
H14 -2.444 2.663 0.628

Output
LUMO (spin up / spin down) = 4.21 / 4.37 eV
Net charge = -1
HOMO-LUMO gap (spin up / spin down) = 0.0968 / 0.4209 Eh
Highest occupied orbital energy (spin up / spin down) = 1.58 / -7.08 eV
2S+1 = 2



Arrangement z

A 2-piece molecular cluster, C5H14 overall, computed with wB97M-V/def2-TZVPD.

Element x y z (Å)
C1 -0.385 -1.747 0.130
C2 0.920 -1.443 -0.765
C3 -0.285 -3.157 0.758
H1 -0.465 -0.943 0.830
H2 -1.186 -1.612 -0.613
H3 1.847 -1.718 -0.237
H4 0.970 -0.322 -1.153
H5 -0.401 -2.944 1.890
H6 -1.027 -3.883 0.379
H7 0.901 -2.065 -1.742
H8 0.698 -3.441 0.496
C4 0.312 3.131 -0.506
C5 -0.734 2.662 0.569
H9 0.851 2.392 -1.129
H10 -0.179 3.698 -1.345
H11 1.141 3.747 -0.132
H12 -0.084 2.435 1.332
H13 -1.391 1.802 0.434
H14 -1.502 3.407 0.803

Output
LUMO (spin up / spin down) = 4.16 / 4.11 eV
Net charge = -1
HOMO-LUMO gap (spin up / spin down) = 0.0974 / 0.4362 Eh
Highest occupied orbital energy (spin up / spin down) = 1.51 / -7.76 eV
2S+1 = 2



Most stable to least stable, the ends of the list are arrangement w and arrangement y.



Arrangement w

An isolated ion of composition C2H3N2OS and charge +1, computed with wB97M-V/def2-TZVPD.

Element x y z (Å)
O1 -0.167 -2.233 -0.225
N1 0.329 -1.180 0.027
N2 1.008 -0.545 0.886
C1 0.361 0.243 -0.308
C2 -0.813 1.150 -0.336
S1 -2.325 0.804 0.272
H1 1.002 -0.642 1.908
H2 1.235 0.414 -1.015
H3 -0.632 1.988 -1.210

Output
LUMO = -6.93 eV
Net charge = +1
Structure (SMILES) = O=[N+]1N[C@@H]1C=S
HOMO-LUMO gap = 0.2722 Eh
Highest occupied orbital energy = -14.34 eV



Arrangement x

C2H3N2OS as an isolated structure, computed with wB97M-V/def2-TZVPD.

Element x y z (Å)
C1 -0.568 -1.351 -0.612
C2 0.783 0.841 0.138
N1 -1.169 -0.485 0.169
N2 -0.569 0.558 0.553
O1 -1.048 1.431 1.219
S1 0.984 -1.093 -1.177
H1 -1.111 -2.362 -0.941
H2 1.057 1.898 -0.288
H3 1.641 0.563 0.938

Output
LUMO (spin up / spin down) = -7.46 / -7.46 eV
Net charge = +1
HOMO-LUMO gap (spin up / spin down) = 0.3096 / 0.3096 Eh
Highest occupied orbital energy (spin up / spin down) = -15.88 / -15.88 eV



Arrangement y

An isolated ion of composition C2H3N2OS and charge +1, computed with wB97M-V/def2-TZVPD.

Element x y z (Å)
S1 2.601 0.555 0.261
C1 1.649 -0.659 -0.351
N1 0.415 -1.083 -0.058
N2 -0.652 -0.459 0.003
C2 -1.377 0.759 0.215
O1 -1.802 -0.602 0.588
H1 2.172 -1.386 -1.110
H2 -1.925 1.398 -0.582
H3 -1.082 1.477 1.033

Output
LUMO = -7.49 eV
Net charge = +1
Structure (SMILES) = S=C/N=[N+]1\CO1
HOMO-LUMO gap = 0.2511 Eh
Highest occupied orbital energy = -14.33 eV



Most stable to least stable, the ends of the list are arrangement x and arrangement y.



Arrangement w

A 2-piece molecular cluster, C2H3NS3 overall, computed with wB97M-V/def2-TZVPD.

Element x y z (Å)
C1 -2.101 -0.162 -0.307
C2 1.411 -0.435 -0.813
N1 0.518 0.741 1.267
S1 -2.888 -1.499 -0.581
S2 -1.755 1.349 0.060
S3 1.725 -0.173 0.814
H1 1.817 -1.352 -1.184
H2 0.637 0.101 -1.288
H3 0.636 1.431 2.033

Output
LUMO (spin up / spin down) = -0.56 / -0.56 eV
HOMO-LUMO gap (spin up / spin down) = 0.2873 / 0.2872 Eh
Highest occupied orbital energy (spin up / spin down) = -8.38 / -8.38 eV



Arrangement x

One molecule with the formula C2H3NS3, computed with wB97M-V/def2-TZVPD.

Element x y z (Å)
S1 -0.128 2.410 -0.240
C1 0.513 1.148 0.530
C2 0.752 -0.248 0.034
S2 2.300 -0.625 -0.170
N1 -0.342 -1.093 -0.081
S3 -1.928 -0.722 0.026
H1 1.042 1.425 1.457
H2 -0.110 -2.071 -0.294
H3 -2.100 -0.225 -1.263

Output
LUMO = -0.94 eV
Structure (SMILES) = S=CC(=S)NS
HOMO-LUMO gap = 0.2896 Eh
Highest occupied orbital energy = -8.82 eV



Arrangement y

A 2-piece molecular cluster, C2H3NS3 overall, computed with wB97M-V/def2-TZVPD.

Element x y z (Å)
C1 -0.659 4.470 0.379
C2 -0.689 1.557 -1.903
N1 0.305 1.507 -1.067
S1 0.140 4.819 1.690
S2 -1.573 4.198 -0.870
S3 0.273 1.691 0.590
H1 -1.642 1.719 -1.467
H2 -0.553 1.775 -2.997
H3 1.179 1.276 -1.547

Output
LUMO = -0.24 eV
HOMO-LUMO gap = 0.2857 Eh
Highest occupied orbital energy = -8.01 eV



Most stable to least stable, the ends of the list are arrangement x and arrangement w.



Arrangement w

One molecule with the formula C2H3NS3, computed with wB97M-V/def2-TZVPD.

Element x y z (Å)
S1 3.241 -1.010 -0.290
C1 1.968 -0.034 0.322
S2 0.896 0.701 -0.886
C2 -0.633 0.967 -0.003
N1 -1.505 0.139 0.232
S3 -1.583 -1.373 -0.417
H1 1.721 0.041 1.587
H2 -0.912 2.061 0.266
H3 -3.193 -1.492 -0.811

Output
LUMO = -0.83 eV
Structure (SMILES) = S=CS/C=N\S
HOMO-LUMO gap = 0.2976 Eh
Highest occupied orbital energy = -8.92 eV



Arrangement x

One molecule with the formula C2H3NS3, computed with wB97M-V/def2-TZVPD.

Element x y z (Å)
C1 -0.330 0.576 -0.616
C2 0.440 -0.353 -1.150
S1 1.057 -1.789 -0.216
S2 1.238 -1.078 1.822
S3 -0.748 -0.486 1.989
N1 -0.855 0.554 0.629
H1 -0.665 1.226 -1.323
H2 0.934 -0.149 -2.046
H3 -1.070 1.499 0.910

Output
LUMO = 0.06 eV
Structure (SMILES) = c1csss[nH]1
HOMO-LUMO gap = 0.3052 Eh
Highest occupied orbital energy = -8.25 eV



Most stable to least stable, the ends of the list are arrangement x and arrangement w.



Arrangement w

One molecule with the formula C6H8O3, computed with wB97M-V/def2-TZVPD.

Element x y z (Å)
C1 2.908 0.255 -0.023
O1 1.938 -0.481 -0.714
C2 0.921 -0.588 0.297
C3 -0.507 -0.903 -0.203
O2 -1.890 -1.517 -0.037
C4 -2.656 -0.372 -0.195
C5 -2.291 0.956 -0.217
O3 -0.945 1.406 -0.159
C6 -0.316 0.303 0.518
H1 3.062 -0.141 0.919
H2 2.691 1.372 0.083
H3 3.836 0.277 -0.772
H4 1.304 -1.083 1.139
H5 -0.540 -0.773 -1.329
H6 -3.712 -0.674 -0.199
H7 -2.990 1.769 -0.607
H8 -0.814 0.195 1.500

Output
LUMO = 0.92 eV
Structure (SMILES) = COC1[C@H]2OC=CO[C@H]12
HOMO-LUMO gap = 0.3469 Eh
Highest occupied orbital energy = -8.52 eV



Arrangement x

C6H8O3 as an isolated structure, computed with wB97M-V/def2-TZVPD.

Element x y z (Å)
C1 0.012 -0.909 -0.561
C2 -1.327 1.265 0.041
C3 -0.586 -1.516 0.713
C4 1.456 -0.837 -0.471
C5 -0.177 0.680 -0.760
C6 1.590 0.951 0.325
O1 2.470 -1.175 -0.927
O2 0.135 1.126 -1.871
O3 1.327 1.213 1.463
H1 -0.291 -1.444 -1.470
H2 2.444 1.403 -0.227
H3 -2.257 0.799 -0.287
H4 -1.360 2.334 -0.156
H5 -1.224 1.102 1.111
H6 -0.250 -0.985 1.601
H7 -1.670 -1.447 0.664
H8 -0.292 -2.561 0.811

Output
LUMO = -0.77 eV
HOMO-LUMO gap = 0.2803 Eh
Highest occupied orbital energy = -8.40 eV



Arrangement y

One molecule with the formula C6H8O3, computed with wB97M-V/def2-TZVPD.

Element x y z (Å)
C1 0.130 2.936 0.657
C2 0.584 1.527 0.426
O1 1.417 0.977 1.170
C3 -0.012 0.752 -0.612
C4 0.308 -0.597 -0.550
O2 1.531 -1.073 -0.420
C5 -0.739 -1.635 -0.871
C6 -0.771 -2.786 0.092
O3 -1.421 -1.536 -1.861
H1 -0.841 2.934 1.147
H2 0.841 3.459 1.293
H3 0.044 3.470 -0.286
H4 -0.878 1.089 -1.157
H5 2.083 -0.343 -0.040
H6 0.195 -3.289 0.091
H7 -0.921 -2.403 1.105
H8 -1.550 -3.483 -0.186

Output
LUMO = -0.30 eV
Structure (SMILES) = CC(=O)/C=C(\O)C(C)=O
HOMO-LUMO gap = 0.3247 Eh
Highest occupied orbital energy = -9.13 eV



Arrangement z

One molecule with the formula C6H8O3, computed with wB97M-V/def2-TZVPD.

Element x y z (Å)
C1 -2.388 0.591 0.167
C2 -0.992 0.179 -0.285
O1 -0.346 -0.359 1.059
C3 -0.506 -1.368 -0.078
C4 1.051 -1.248 -0.490
C5 1.570 0.179 -0.377
O2 2.511 0.652 0.757
C6 0.247 1.101 -0.523
O3 0.285 2.488 -0.219
H1 -3.094 -0.093 0.536
H2 -1.926 1.458 0.904
H3 -2.766 1.185 -0.637
H4 -0.881 -2.492 0.090
H5 1.732 -1.838 0.315
H6 1.499 -1.756 -1.412
H7 2.136 0.266 -1.423
H8 1.865 1.056 1.616

Output
LUMO = -0.39 eV
Structure (SMILES) = C[C@@]12O[C@@H]1C[C@H](O)C2=O
HOMO-LUMO gap = 0.3564 Eh
Highest occupied orbital energy = -10.08 eV



Most stable to least stable, the ends of the list are arrangement y and arrangement z.